98
Properties=species:S:1:pos:R:3:forces:R:3:mulliken_charge:R:1 method="wB97M-V/def2-TZVPD" orbital_gap_ev=9.29 lumo_ev=-0.09 total_energy_ev=-525978.262 max_force_ev_per_a=5.5 de_lowest_kj_mol=477.2
N 0.594616 2.488246 0.979786 -4.5 -3.0 1.0 -0.452
C -0.469930 1.668633 1.328092 3.4 0.9 0.3 0.098
N -0.211261 0.569431 2.373572 -2.0 0.9 -3.0 -0.473
N -1.878910 1.780158 0.777393 2.8 -0.5 0.7 -0.063
C -1.957874 1.458456 -0.690360 -0.6 -1.3 -0.8 1.427
C -1.701385 2.676082 -1.730757 0.3 -0.2 -0.9 -0.698
C -1.272699 4.116973 -1.121184 0.6 1.4 -0.7 0.176
C -2.226882 5.391464 -1.634633 0.0 0.0 0.6 -0.490
B -1.789530 6.668538 -0.638875 0.7 -0.8 -1.6 0.352
C -0.421468 7.576087 -0.867742 -0.1 0.7 0.4 -0.715
C 0.980975 6.752469 -0.659929 0.5 -0.1 0.4 0.380
O 1.903336 7.547397 0.214264 -1.1 -2.0 -0.2 -0.563
C 1.709484 6.446127 -2.133711 0.5 -0.2 -0.5 0.715
F 0.647928 6.159024 -3.142594 3.6 0.9 2.8 -0.245
F 2.615280 5.264443 -2.085606 -2.9 3.8 -0.4 -0.277
F 2.519355 7.603096 -2.592657 -2.6 -3.8 1.1 -0.262
H 1.461749 2.211725 1.494622 -1.1 -0.1 -0.4 0.244
H 0.753068 0.185777 2.261466 -1.1 0.5 0.0 0.136
H -0.940204 -0.160427 2.132213 1.4 0.7 0.7 0.222
H -2.580670 1.265293 1.355210 1.1 0.5 -0.8 0.217
H -3.041127 1.006527 -0.901472 2.7 1.2 0.8 -1.129
H -1.204686 0.576495 -0.926057 -1.4 1.7 0.3 -0.063
H -2.665011 2.758344 -2.427554 2.0 0.1 1.6 0.273
H -0.828040 2.328497 -2.467151 -1.9 0.8 1.6 0.297
H -0.172231 4.357947 -1.515869 -2.4 -0.7 1.0 -0.329
H -1.227222 4.212785 0.039733 -0.1 -0.9 -2.1 0.281
H -2.005218 5.666604 -2.750148 -0.5 -0.8 2.0 0.206
H -3.372156 5.100713 -1.466725 2.5 0.6 -0.6 0.098
H -2.462863 6.971664 0.296252 -0.1 -0.1 0.0 -0.114
H -0.536514 8.094765 -1.920241 0.6 -1.1 1.9 0.252
H -0.424830 8.449706 -0.059861 0.3 -1.9 -1.8 0.203
H 0.859152 5.708613 -0.113337 0.0 2.0 -1.6 0.064
H 1.984827 7.052063 1.086430 -0.2 0.8 -1.8 0.378
C 2.144314 -0.958925 -0.345096 -0.2 0.1 -0.1 0.591
Cl 3.202459 -0.778321 -1.754753 -0.2 0.0 0.2 -0.133
Cl 1.480846 -2.600245 -0.271387 0.1 0.9 -0.1 0.051
Cl 3.022531 -0.575333 1.145222 -0.1 0.1 -0.1 -0.160
H 1.313507 -0.255892 -0.445853 0.3 -0.1 0.0 -0.319
C 0.721203 -5.078350 2.933560 0.1 -0.1 -0.1 0.309
Cl 0.971515 -5.678530 4.581755 -0.1 0.1 -0.2 -0.110
Cl 0.560303 -3.313792 2.931708 -0.1 -0.2 0.1 -0.053
Cl 2.052608 -5.582807 1.878884 -0.1 0.1 0.5 -0.081
H -0.206154 -5.509075 2.547381 0.5 0.2 0.1 -0.062
C -5.994664 4.602193 0.678439 0.0 0.1 0.1 -0.167
Cl -6.310944 2.942896 0.143535 0.0 0.2 0.1 -0.045
Cl -4.306492 4.781157 1.185984 -0.3 -0.1 0.1 -0.066
Cl -6.382789 5.755623 -0.609355 0.0 -0.1 0.2 -0.129
H -6.636761 4.815560 1.536830 0.2 -0.1 -0.3 0.382
C 3.255148 8.985556 -5.605152 0.0 -0.1 0.1 0.430
Cl 3.762242 8.300896 -7.158703 -0.1 0.0 0.2 -0.133
Cl 4.624256 9.760992 -4.790414 -0.2 -0.1 -0.1 -0.130
Cl 1.932863 10.141982 -5.836881 0.1 -0.2 0.0 -0.132
H 2.893610 8.171516 -4.971688 0.1 0.3 -0.2 -0.052
C -2.707558 -4.458523 4.114997 0.1 0.1 0.1 0.096
Cl -2.447588 -5.953650 3.200430 -0.4 0.1 0.1 -0.072
Cl -3.516228 -3.245672 3.107722 0.2 -0.3 0.1 -0.025
Cl -3.651836 -4.781084 5.579152 0.1 0.0 -0.2 -0.138
H -1.733102 -4.063749 4.413724 -0.3 -0.1 -0.1 0.131
C 6.583965 -2.108762 2.597752 0.0 -0.1 0.0 -0.071
Cl 5.104846 -3.082013 2.531323 0.1 0.4 0.0 0.014
Cl 7.175187 -1.763067 0.963583 -0.1 -0.1 0.2 -0.111
Cl 6.298683 -0.603358 3.487599 0.0 -0.1 -0.1 -0.126
H 7.349691 -2.681729 3.126923 -0.3 0.2 -0.2 0.308
C 7.404593 -6.685495 2.177066 -0.1 0.0 -0.1 -0.168
Cl 8.025364 -5.646010 0.883413 -0.7 0.4 0.3 -0.057
Cl 8.474619 -6.628795 3.588231 -0.1 0.0 -0.1 -0.122
Cl 5.758640 -6.205941 2.624644 0.3 -0.5 0.0 -0.057
H 7.375324 -7.713967 1.808236 0.0 0.3 0.1 0.396
C -5.664708 -0.960102 -0.217958 0.0 0.0 -0.2 -0.193
Cl -5.043938 0.079383 -1.511611 -0.2 -0.4 0.3 -0.176
Cl -4.594682 -0.903402 1.193206 -0.1 0.1 -0.1 0.019
Cl -7.310660 -0.480549 0.229620 0.2 -0.1 -0.1 -0.106
H -5.693977 -1.988575 -0.586789 0.0 0.4 0.1 0.385
C 2.145806 -5.553207 -2.791183 0.0 0.0 0.0 -0.114
Cl 0.694604 -5.023387 -3.658780 0.1 -0.1 0.1 -0.127
Cl 3.564441 -4.643048 -3.337665 -0.2 -0.1 0.1 -0.116
Cl 1.926051 -5.371894 -1.042386 0.1 -0.9 -0.8 -0.018
H 2.310495 -6.611412 -3.009650 -0.1 0.4 0.1 0.333
C -7.267404 0.220170 -5.224379 -0.1 0.0 0.0 0.020
Cl -8.718606 0.749989 -6.091976 0.2 -0.1 0.1 -0.126
Cl -5.848770 1.130328 -5.770861 -0.1 -0.2 0.1 -0.121
Cl -7.487159 0.401482 -3.475582 -0.2 0.0 -0.5 -0.059
H -7.102715 -0.838036 -5.442846 -0.1 0.4 0.1 0.290
C 11.182564 -7.370001 -0.792051 0.0 0.0 0.0 0.028
Cl 11.442535 -8.865128 -1.706617 0.0 0.2 0.1 -0.125
Cl 10.373894 -6.157150 -1.799325 0.1 -0.1 0.1 -0.122
Cl 10.238286 -7.692562 0.672104 0.8 -0.4 -0.2 -0.085
H 12.157020 -6.975227 -0.493324 -0.4 -0.1 -0.1 0.301
C -3.834964 -8.286175 0.122462 -0.1 0.0 -0.1 -0.022
Cl -3.290778 -6.948984 -0.904770 0.0 -0.2 0.1 -0.093
Cl -2.555095 -8.764940 1.250414 -0.1 0.0 -0.2 -0.108
Cl -5.304456 -7.835391 1.003848 0.2 -0.1 -0.1 -0.110
H -4.066386 -9.140688 -0.518554 0.1 0.3 0.2 0.346
C -4.500047 -0.995553 5.847403 0.0 -0.1 0.0 0.383
Cl -3.879276 0.043932 4.553749 0.0 -0.1 0.1 -0.044
Cl -3.430021 -0.938853 7.258567 -0.1 -0.1 -0.2 -0.124
Cl -6.145999 -0.515999 6.294981 0.2 -0.1 -0.1 -0.133
H -4.529316 -2.024025 5.478573 0.0 0.3 0.1 -0.116

64
Properties=species:S:1:pos:R:3:forces:R:3:nbo_charge:R:1 method="wB97M-V/def2-TZVPD" orbital_gap_ev=8.22 lumo_ev=-0.11 total_energy_ev=-65356.139 smiles="COc1cc(OC)c(NC(=O)Nc2cc(C)on2)cc1Cl.CNC(=O)[C@H](CCSC)NC(C)=O" max_force_ev_per_a=3.2
C -4.975373 -5.475822 3.026880 0.1 -0.1 0.0 -0.247
O -5.471903 -4.149308 3.240094 -0.1 -0.4 -0.1 -0.516
C -4.491312 -3.196655 3.190353 0.3 0.1 0.2 0.271
C -4.207412 -2.571010 1.974676 0.6 0.4 0.2 -0.341
C -3.220913 -1.570728 1.880051 -0.5 -0.6 0.1 0.347
O -2.887949 -0.949113 0.693727 0.2 -0.2 0.0 -0.538
C -3.158182 -1.659694 -0.524421 -0.2 0.0 0.2 -0.255
C -2.543672 -1.159500 3.046817 -0.3 -0.2 0.5 0.094
N -1.612620 -0.104240 2.929217 1.0 0.6 -0.8 -0.618
C -1.200634 0.781072 3.913234 -2.7 -0.1 1.7 0.787
O -1.665821 0.721206 5.037039 0.9 -0.5 -0.1 -0.595
N -0.458788 1.877411 3.528540 0.6 -0.5 -0.6 -0.625
C 0.151495 2.765983 4.404951 0.6 1.6 0.6 0.313
C 0.559923 4.083586 4.012325 -0.1 0.2 0.0 -0.393
C 1.056524 4.679652 5.130040 -0.4 -0.7 -0.9 0.353
C 1.565905 6.084599 5.240252 0.1 -0.4 0.7 -0.660
O 1.010058 3.795523 6.165565 -0.4 0.1 -1.7 -0.292
N 0.428612 2.589440 5.669088 -0.1 -0.5 0.5 -0.138
C -2.816081 -1.824062 4.258370 0.0 0.1 -0.2 -0.222
C -3.778720 -2.830726 4.337405 0.1 0.3 -0.5 -0.081
Cl -4.081539 -3.602919 5.877973 0.0 0.2 -0.5 0.012
H -4.225544 -5.738243 3.780297 -0.1 0.1 0.0 0.183
H -5.798010 -6.193578 3.096332 0.0 0.4 0.0 0.199
H -4.522132 -5.565115 2.034382 0.0 0.1 0.0 0.169
H -4.787358 -2.874624 1.111866 0.1 0.0 0.0 0.234
H -4.226366 -1.624491 -0.760987 0.1 0.0 0.0 0.184
H -2.841556 -2.705503 -0.452336 0.0 0.1 0.1 0.183
H -2.610350 -1.195347 -1.350014 0.0 0.2 0.4 0.202
H -1.434470 0.193538 1.977224 0.0 -0.4 0.1 0.401
H -0.516138 2.147950 2.559544 0.3 0.1 0.1 0.401
H 0.457907 4.530536 3.033843 0.0 0.0 0.1 0.220
H 0.980610 6.634572 5.982568 0.1 0.0 -0.1 0.237
H 2.613394 6.077672 5.554393 -0.1 0.1 0.0 0.235
H 1.489748 6.600757 4.279432 0.0 -0.3 0.2 0.232
H -2.290960 -1.567522 5.172251 0.0 0.2 -0.3 0.268
C 2.851970 3.726911 -5.859112 -0.3 -0.4 0.0 -0.413
N 2.889548 2.548151 -4.994125 0.7 0.5 0.6 -0.611
C 2.029719 1.521964 -5.073709 -0.7 -0.2 -0.9 0.652
O 1.128284 1.488952 -5.903852 0.2 -0.1 0.4 -0.632
C 2.211503 0.337281 -4.105202 0.4 0.2 0.4 -0.136
C 1.105089 0.350808 -3.035932 0.0 -0.6 -0.3 -0.402
C 1.047758 -0.944714 -2.215102 0.1 0.2 0.3 -0.527
S 0.568757 -2.405349 -3.177579 -0.1 0.0 -0.3 0.178
C 0.361944 -3.617610 -1.847446 0.2 0.4 0.1 -0.736
N 3.527769 0.306880 -3.442331 -2.3 0.4 -0.1 -0.635
C 4.680730 -0.090836 -3.976449 1.9 -0.5 -0.6 0.677
C 4.709903 -0.644875 -5.386090 -0.2 0.1 0.3 -0.718
O 5.711862 -0.000938 -3.332156 0.2 0.0 0.2 -0.625
H 3.248365 3.473290 -6.843831 0.0 0.1 0.0 0.204
H 3.448512 4.532275 -5.427645 0.0 -0.2 0.1 0.208
H 1.821951 4.070464 -5.979494 0.1 -0.1 0.0 0.221
H 3.626280 2.486717 -4.308153 -0.1 0.0 -0.1 0.405
H 2.086361 -0.566006 -4.703503 0.0 0.1 -0.1 0.240
H 0.136712 0.489007 -3.519022 0.1 0.2 -0.1 0.243
H 1.270755 1.192166 -2.361763 0.0 0.1 0.1 0.207
H 2.015370 -1.129333 -1.747942 0.0 -0.1 0.1 0.210
H 0.311752 -0.807060 -1.422578 0.0 0.0 0.1 0.212
H 0.054749 -4.573425 -2.273069 0.0 0.2 -0.1 0.238
H 1.306958 -3.748118 -1.319282 -0.1 -0.1 0.0 0.219
H -0.400068 -3.272939 -1.148389 0.0 -0.1 0.0 0.208
H 3.586871 0.612467 -2.483997 0.1 0.0 0.1 0.405
H 4.113498 -1.554551 -5.427382 -0.1 0.0 -0.2 0.232
H 5.739721 -0.877886 -5.651756 -0.1 0.1 0.2 0.249
H 4.317005 0.091010 -6.084083 -0.2 -0.1 -0.2 0.228

68
Properties=species:S:1:pos:R:3:forces:R:3:nbo_charge:R:1 method="wB97M-V/def2-TZVPD" total_charge=-1 multiplicity=3 orbital_gap_ev="6.76 / 7.39" lumo_ev="2.54 / 2.17" total_energy_ev=-134595.625 max_force_ev_per_a=3.2 s_squared=2.070 de_lowest_kj_mol=199.6
Ni -0.194601 0.221647 0.832389 1.4 1.5 -2.0 0.714
F 2.367018 -1.957872 4.085618 -0.1 0.1 0.0 -0.315
C 1.606479 -0.955559 4.538716 0.1 0.2 0.0 0.728
F 2.411780 0.045136 4.909006 -0.1 -0.1 0.0 -0.313
F 0.943577 -1.388005 5.610644 -0.1 0.1 -0.1 -0.311
S 0.464322 -0.400817 3.181039 0.7 -1.2 2.8 2.214
O 1.402176 -0.073463 2.132894 -0.1 0.4 -0.4 -0.923
O -0.408497 -1.524641 3.001624 -0.2 0.0 -0.2 -0.899
N -0.172933 0.806205 3.962929 -0.1 0.0 -0.4 -1.200
S -1.039244 1.886811 3.224909 -0.6 0.7 0.7 2.259
O -1.218961 3.035888 4.049533 0.1 0.0 0.1 -0.911
O -0.643216 2.122570 1.852753 0.0 -0.6 -0.2 -0.960
C -2.750424 1.144330 3.171289 0.0 0.0 0.0 0.723
F -2.804255 0.085639 2.374138 0.1 -0.1 -0.1 -0.301
F -3.636702 2.040319 2.734614 0.2 0.1 0.0 -0.312
F -3.105453 0.770553 4.401767 0.1 0.0 0.0 -0.313
C 2.337980 3.566462 1.258445 -0.1 -0.3 -0.1 -1.115
Si 2.794387 2.098383 0.149659 0.4 0.2 -0.7 1.670
C 3.869665 2.890638 -1.225634 -0.1 0.0 0.2 -1.106
C 4.109646 1.038881 1.026902 -0.5 -0.1 0.0 -1.100
C 1.352735 1.224234 -0.675765 -0.5 0.0 0.8 -1.512
Si 0.318314 2.186256 -1.889220 0.2 0.0 -0.2 1.694
C -0.921815 1.099544 -2.834837 0.0 0.1 0.2 -1.114
C -0.570114 3.647742 -1.072223 0.1 -0.3 0.1 -1.133
C 1.318597 2.940506 -3.337284 -0.1 0.0 0.2 -1.113
H 3.207237 3.939643 1.804470 0.1 0.0 -0.1 0.224
H 1.576663 3.292294 1.984775 -0.1 0.0 0.1 0.238
H 1.935770 4.386290 0.658826 0.0 0.0 0.0 0.228
H 4.822858 3.233276 -0.811915 0.0 0.0 0.0 0.214
H 3.374049 3.751123 -1.677863 0.1 0.0 0.0 0.217
H 4.086799 2.176793 -2.024070 0.0 0.0 0.0 0.221
H 4.992565 1.644708 1.242917 0.0 0.1 -0.1 0.219
H 4.418048 0.203242 0.392989 0.0 0.0 0.0 0.226
H 3.751688 0.623488 1.963775 0.0 -0.1 0.1 0.234
H 1.669374 0.258710 -1.083577 0.1 0.0 -0.1 0.234
H -1.628980 0.619333 -2.155250 0.0 0.0 -0.1 0.227
H -0.389863 0.319414 -3.384582 0.1 0.2 0.0 0.221
H -1.486445 1.691111 -3.559328 0.0 0.1 0.0 0.223
H -0.797788 3.396654 -0.035689 -0.1 0.1 0.0 0.255
H -1.505650 3.902233 -1.574772 0.0 0.0 -0.1 0.225
H 0.065035 4.536489 -1.071939 0.0 0.0 0.0 0.224
H 2.025400 2.218628 -3.753637 0.0 0.0 0.0 0.224
H 1.885648 3.819240 -3.027005 0.0 0.0 -0.1 0.220
H 0.640668 3.247493 -4.138889 0.0 0.0 0.0 0.216
C 0.410922 -4.314524 -3.978376 0.0 0.0 0.0 -0.228
C 0.783822 -4.795587 -2.730755 0.0 -0.1 -0.1 -0.235
C 0.528920 -4.047269 -1.592099 0.0 0.1 0.2 -0.161
C -0.112749 -2.809628 -1.666183 0.2 0.7 -0.1 -0.521
C -0.481456 -2.342417 -2.931031 -0.1 -0.1 0.1 -0.222
C -0.225134 -3.085136 -4.073821 0.0 0.0 -0.1 -0.203
Si -0.427663 -1.803940 -0.054331 -0.9 -0.8 -0.2 0.996
C -2.193347 -2.488999 0.317524 0.3 0.4 0.1 -0.529
C -2.428948 -3.524703 1.220291 0.1 0.0 -0.1 -0.151
C -3.720872 -3.883514 1.578533 0.0 -0.1 0.0 -0.236
C -4.807327 -3.214209 1.035366 0.0 0.0 0.0 -0.230
C -4.593485 -2.191932 0.120716 -0.1 0.0 0.0 -0.207
C -3.301184 -1.835088 -0.231106 0.1 -0.1 0.0 -0.218
H 0.618344 -4.894718 -4.869085 0.0 0.0 0.0 0.203
H 1.284078 -5.753334 -2.648945 0.0 0.0 0.0 0.203
H 0.831224 -4.432040 -0.622359 0.1 0.0 0.0 0.196
H -0.984081 -1.386531 -3.010975 0.0 -0.2 -0.1 0.219
H -0.520299 -2.705281 -5.045105 0.0 0.0 0.0 0.204
H -1.273202 0.568317 -0.102639 -0.4 -0.8 -0.3 -0.233
H -1.587128 -4.045962 1.663805 0.0 0.0 0.1 0.197
H -3.881803 -4.671910 2.304812 0.0 0.0 0.0 0.202
H -5.815564 -3.484403 1.324973 0.0 0.0 0.0 0.202
H -5.435162 -1.649928 -0.294753 0.0 0.0 0.0 0.203
H -3.141446 -1.018815 -0.927600 -0.1 0.0 0.0 0.209